C12H33FNO10P3S2 as an isolated structure, computed with ωB97M-V/def2-TZVPD.

Properties
LUMO energy ... 0.44 eV
Molar mass ... 527.45 g/mol
Total energy ... -3204.55453 a.u.
Orbital gap ... 9.84 eV
Strongest force on any atom ... 4.7 eV/A
Total charge ... 0

Geometry (Å):
S  -3.21119  -1.21341  -5.26603
S  -2.48653  0.40712  -1.08613
P  -3.17087  -0.70910  -2.50025
P  2.16553  -1.89885  3.04396
P  -1.31305  4.16722  2.49475
F  -2.32987  -0.72303  -6.44296
O  -2.66033  3.74258  3.32151
O  3.43491  -2.32764  3.97982
O  -1.07081  2.76562  1.78562
O  -1.87399  5.54254  1.91893
O  1.67829  -3.37978  2.68950
O  -2.76538  -2.50791  -4.89006
O  1.56723  -0.80738  4.03700
O  -0.20050  4.44946  3.41112
O  -4.56146  -1.06241  -5.65848
O  2.59552  -1.23099  1.80927
N  -2.89877  -0.07947  -4.09225
C  -0.60158  1.69725  2.61755
C  -1.57210  0.59442  -4.21160
C  2.06944  -0.46362  -3.31639
C  -2.22754  6.53125  2.89577
C  1.32677  -2.94445  -3.27899
C  0.92639  0.43234  -3.82735
C  2.51685  -4.08525  1.76149
C  2.15599  -1.84852  -3.97711
C  -0.36483  -0.33661  -4.14192
C  2.41329  0.31804  4.32355
C  -3.60600  2.80379  2.80493
C  3.42317  -3.49972  4.79557
H  0.47079  1.78162  2.76158
H  -1.32968  6.94455  3.34976
H  1.23590  0.99275  -4.71181
H  2.28936  -5.14157  1.88635
H  -3.45997  2.60546  1.74497
H  3.57096  -3.91225  1.97036
H  4.07600  -4.25352  4.35369
H  -4.60410  3.21260  2.95520
H  2.98929  0.06085  -3.58739
H  3.20556  -2.14048  -3.97142
H  0.66846  1.15587  -3.05072
H  2.06685  -0.51249  -2.22762
H  3.40445  -0.00458  4.63221
H  1.85567  -1.74321  -5.01996
H  -2.88050  6.11489  3.65905
H  -1.10964  1.68974  3.58068
H  -4.55143  -0.90213  -2.40008
H  2.28622  -3.78013  0.74410
H  1.94665  0.86489  5.13900
H  -1.54187  1.12661  -5.16202
H  -3.52065  1.86598  3.35530
H  -2.60675  -1.98718  -2.44006
H  1.90252  -3.84614  -3.08450
H  -2.75830  7.31403  2.35953
H  0.49828  -3.23537  -3.92813
H  -0.51826  -1.01861  -3.30047
H  2.42502  -3.91755  4.90811
H  3.80784  -3.23093  5.77795
H  -1.46520  1.35874  -3.44895
H  -0.81918  0.76991  2.09218
H  0.87216  -2.58631  -2.35598
H  2.47900  0.96694  3.45345
H  -0.24407  -0.94647  -5.03521

Cartesian forces (eV/Å) of the 2 atoms listed first:
-1.456 -0.327 0.268
-0.006 0.162 -0.054

---

A 3-piece molecular cluster, C12H33N4O2 overall, computed with ωB97M-V/def2-TZVPD.

Properties
LUMO energy ... 2.58 eV
Molar mass ... 265.42 g/mol
Total energy ... -846.39655 a.u.
Orbital gap ... 3.66 eV
Strongest force on any atom ... 0.4 eV/A
Total charge ... -1

Geometry (Å):
O  -4.37817  1.58861  -2.83317
O  4.65058  -1.44047  -0.02247
N  5.39679  -2.97157  2.33743
N  -2.23306  0.70836  0.57698
N  -2.46110  0.16208  1.92160
N  -5.05959  -0.36624  -0.74971
C  -5.34980  1.99414  -3.76106
C  5.48029  -2.57475  -0.12710
C  0.68521  -0.79619  0.95040
C  7.43391  -2.00113  1.43148
C  -5.53557  1.01427  -0.70017
C  6.25121  -2.92259  1.15243
C  5.27408  -0.18983  -0.21833
C  -4.62977  1.96632  -1.48080
C  -0.06045  1.59326  1.57061
C  -7.00867  1.07137  -1.09378
C  -1.25696  1.77327  0.62450
C  1.05855  0.67916  1.07338
H  -4.86759  2.06272  -4.73796
H  -0.10544  -0.95164  0.21679
H  8.02177  -1.82089  0.52936
H  -0.87585  1.92860  -0.39737
H  7.09470  -1.03912  1.81674
H  -7.35514  2.10272  -1.19868
H  -0.45349  1.22481  2.52060
H  -5.44117  1.32629  0.34478
H  8.08058  -2.44604  2.18718
H  -1.87452  -0.00194  -0.06768
H  -5.76156  2.97865  -3.50437
H  1.90623  0.75805  1.76703
H  6.07039  -0.25750  -0.96888
H  4.67616  -3.67569  2.21780
H  4.50891  0.50126  -0.56851
H  4.80607  -3.40420  -0.35447
H  6.17358  -2.46214  -0.97351
H  -7.18324  0.55356  -2.03956
H  -7.61468  0.57553  -0.33499
H  -3.66615  1.94752  -0.96621
H  0.32609  -1.18228  1.90417
H  -6.18562  1.29014  -3.83772
H  -4.14105  -0.38047  -0.30756
H  -5.02250  2.99406  -1.46674
H  -4.91253  -0.61888  -1.72266
H  -1.76730  2.70110  0.92627
H  6.64377  -3.93426  0.99701
H  4.89423  -2.09142  2.41146
H  1.55540  -1.38012  0.63103
H  -3.28208  -0.43137  1.77253
H  0.36842  2.58953  1.74175
H  1.42637  1.04569  0.10380
H  5.69972  0.20966  0.70636

Cartesian forces (eV/Å) of the 2 atoms listed first:
-0.047 -0.024 -0.024
-0.017 0.013 0.020